Entry 1:
85
Properties=species:S:1:pos:R:3:forces:R:3 method="wB97M-V/def2-TZVPD" largest_force_ha_per_bohr=0.021 total_energy_ev=-106267.14224 total_charge=+2 homo_lumo_gap_ev="4.6 / 4.5" homo_ev="-11.18 / -11.03" multiplicity=2
Ir 0.64446 0.25752 -0.36147 -0.6 0.1 0.1
C -2.01050 0.92282 0.97594 0.0 0.2 0.0
C -1.61600 -0.32189 1.74561 0.0 -0.1 -0.1
C -0.29303 -0.16521 2.43767 -0.1 -0.1 0.1
C -0.22711 -0.19308 3.82378 0.0 -0.1 0.0
C 0.99041 -0.09538 4.47174 0.0 0.0 0.0
C 2.13690 0.00972 3.70189 0.0 0.0 0.0
C 2.00209 0.05759 2.33223 0.1 0.0 0.0
N 0.81941 0.00469 1.69930 0.1 0.1 0.0
N -1.32896 1.10350 -0.33137 0.7 -0.8 0.1
C -2.01577 0.38695 -1.43327 -0.1 0.1 -0.1
C -1.10080 0.35054 -2.62948 -0.1 0.0 -0.1
C -1.57035 0.29842 -3.92967 0.0 0.0 0.0
C -0.66463 0.24340 -4.97685 0.0 0.0 0.0
C 0.69384 0.25952 -4.69716 0.0 0.0 0.0
C 1.09589 0.31874 -3.37932 0.0 0.1 0.0
N 0.21645 0.36006 -2.37002 0.1 0.0 0.0
C -1.29331 2.65862 -0.61310 -0.1 0.7 -0.2
C 1.05007 3.20294 -0.86511 -0.1 0.2 -0.1
C 1.96104 4.37773 -0.94745 0.1 0.0 0.0
C 3.27600 4.32460 -0.64045 -0.1 0.0 0.0
C 3.81753 3.09205 -0.21429 0.0 -0.1 0.0
C 2.99224 1.97231 -0.09541 0.1 0.1 0.0
N 1.69870 1.96112 -0.37888 0.2 0.1 -0.3
H -3.09007 0.94685 0.81216 0.0 0.0 -0.1
H -1.75044 1.80250 1.56097 0.0 0.0 0.0
H -2.37736 -0.51304 2.50029 0.0 0.1 0.0
H -1.59117 -1.18876 1.08362 0.0 0.0 0.1
H -1.14291 -0.30455 4.38710 0.0 0.0 0.0
H 1.04394 -0.11710 5.55167 0.0 0.0 0.0
H 3.12083 0.06244 4.14430 0.0 0.0 0.0
H 2.87984 0.13705 1.71433 0.0 0.0 0.0
H -2.25225 -0.62459 -1.10506 0.0 0.0 0.0
H -2.94921 0.88565 -1.70069 0.0 0.1 0.1
H -2.63592 0.30638 -4.11428 0.0 0.0 0.0
H -1.01423 0.19921 -5.99943 0.0 0.0 0.0
H 1.43393 0.23080 -5.48343 0.0 0.0 0.0
H 2.14207 0.34446 -3.10426 0.0 0.0 0.0
H -1.29558 2.71438 -1.71112 -0.1 -0.2 0.0
H -2.25738 3.01785 -0.24169 -0.1 -0.1 0.0
H 1.49695 5.29237 -1.29332 0.0 0.0 0.0
H 3.90362 5.20202 -0.71471 0.0 0.0 0.0
H 4.86232 2.99146 0.04028 0.0 0.0 0.0
H 3.44781 1.05446 0.24703 0.0 0.0 0.1
C -0.21888 6.39588 1.04428 0.0 0.0 0.1
Ge -0.20240 4.50173 1.53511 0.0 -0.2 -0.2
C -1.79538 4.13902 2.61777 0.0 0.0 0.0
C 1.39381 4.08960 2.60186 0.0 0.1 0.1
C -0.18349 3.38343 -0.05015 -0.1 0.0 0.2
H -0.43659 7.01385 1.91636 0.0 0.0 0.0
H -0.98520 6.58263 0.29230 0.0 0.0 0.0
H 0.74614 6.71262 0.64761 0.0 0.0 0.0
H -1.85907 4.91021 3.38657 0.0 0.0 0.0
H -1.74061 3.17848 3.13231 0.0 0.0 0.0
H -2.71920 4.18190 2.03856 0.0 0.0 0.0
H 1.23737 4.39803 3.63699 0.0 0.0 0.0
H 2.27338 4.61334 2.22655 0.0 0.0 0.0
H 1.59356 3.01543 2.59197 0.0 0.0 0.0
H 0.74286 2.97857 -1.90679 0.1 0.0 0.0
C 0.54553 -6.25942 -0.34036 0.0 0.0 0.0
N 0.80715 -4.85654 -0.63889 0.0 0.0 0.1
N -0.14305 -3.88089 -0.42281 0.0 -0.1 -0.1
C 0.45195 -2.66610 -0.52632 0.0 0.0 -0.1
O -0.26921 -1.60671 -0.48920 0.1 -0.2 0.1
C 1.82659 -2.88928 -0.72346 0.0 0.0 0.0
C 2.00045 -4.26085 -0.77373 0.0 0.0 0.0
C 3.24563 -5.05932 -0.92125 0.0 0.0 0.0
C -1.55030 -4.13917 -0.49562 0.0 0.0 0.0
C -2.31530 -4.00821 0.65260 0.0 0.0 0.0
C -3.68070 -4.24536 0.58225 0.0 0.0 0.0
C -4.25758 -4.62385 -0.62278 0.0 0.0 0.0
C -3.47706 -4.76099 -1.76419 0.0 0.0 0.0
C -2.11445 -4.51129 -1.70693 0.0 0.0 0.0
H -0.50808 -6.37481 -0.10441 0.0 0.0 0.0
H 1.14109 -6.58207 0.51220 0.0 0.0 0.0
H 0.77827 -6.87102 -1.20919 0.0 0.0 0.0
H 2.59303 -2.14226 -0.84846 0.0 0.0 0.0
H 4.09467 -4.40111 -1.08331 0.0 0.0 0.0
H 3.17202 -5.74705 -1.76393 0.0 0.0 0.0
H 3.43564 -5.64940 -0.02301 0.0 0.0 0.0
H -1.83993 -3.74081 1.58843 0.0 0.0 0.0
H -4.29041 -4.15367 1.47069 0.0 0.0 0.0
H -5.31971 -4.82222 -0.67160 0.0 0.0 0.0
H -3.93029 -5.06284 -2.69857 0.0 0.0 0.0
H -1.49164 -4.60660 -2.58805 0.0 0.0 0.0

---

Entry 2:
91
Properties=species:S:1:pos:R:3:forces:R:3 method="wB97M-V/def2-TZVPD" largest_force_ha_per_bohr=0.001 total_energy_ev=-155896.35811 total_charge=+2 homo_lumo_gap_ev="7.0 / 5.4" homo_ev="-13.63 / -13.61" multiplicity=3
Au 1.27034 2.92789 0.52987 0.1 0.0 0.0
C 1.39252 0.50608 5.19718 0.0 0.0 0.0
C 0.49811 0.20053 4.04035 0.0 0.0 0.0
C -0.47785 -0.74663 4.07013 0.0 0.0 0.0
C -1.32296 -0.97352 2.94810 0.0 0.0 0.0
N -1.15349 -0.30332 1.84387 0.0 0.0 0.0
N -0.16622 0.61060 1.80055 0.0 0.0 0.0
B -0.05027 1.25768 0.42125 0.0 0.0 0.0
N -1.41897 1.68470 -0.11987 0.0 0.0 0.0
N -2.01677 0.79579 -0.92585 0.0 0.0 0.0
C -3.24171 1.04157 -1.30210 0.0 0.0 0.0
C -3.91555 2.21173 -0.85436 0.0 0.0 0.0
C -3.29843 3.12672 -0.05518 0.0 0.0 0.0
C -3.94089 4.38685 0.42499 0.0 0.0 0.0
C -1.95469 2.82827 0.29883 0.0 0.0 0.0
S -0.98213 3.89708 1.23661 0.0 0.0 0.0
C -3.91433 0.05260 -2.23403 0.0 0.0 0.0
C -2.99517 -1.13168 -2.52587 0.0 0.0 0.0
C -5.20438 -0.45233 -1.56974 0.0 0.0 0.0
C -4.25111 0.77910 -3.54483 0.0 0.0 0.0
N 0.69478 0.40433 -0.64293 0.0 0.0 0.0
N 0.75899 -0.89597 -0.40479 0.0 0.0 0.0
C 1.24451 -1.67347 -1.34954 0.0 0.0 0.0
C 1.65432 -1.13268 -2.58721 0.0 0.0 0.0
C 1.59729 0.21564 -2.83072 0.0 0.0 0.0
C 2.04957 0.84366 -4.10847 0.0 0.0 0.0
C 1.10765 0.99665 -1.76794 0.0 0.0 0.0
S 1.03784 2.74672 -1.84101 0.0 0.0 0.0
C 1.34529 -3.15765 -1.06202 0.0 0.0 0.0
C 0.79575 -3.48164 0.32543 0.0 0.0 0.0
C 0.53275 -3.91617 -2.12237 0.0 0.0 0.0
C 2.82523 -3.56301 -1.14148 0.0 0.0 0.0
C 0.62564 0.93135 2.82392 0.0 0.0 0.0
S 1.76441 2.21579 2.69415 0.0 0.0 0.0
C -2.44999 -1.98675 3.00808 0.0 0.0 0.0
C -3.18828 -2.05640 1.67352 0.0 0.0 0.0
C -3.42689 -1.55531 4.11257 0.0 0.0 0.0
C -1.86068 -3.36468 3.34470 0.0 0.0 0.0
H 1.17211 -0.14576 6.03884 0.0 0.0 0.0
H 2.44024 0.37686 4.91923 0.0 0.0 0.0
H 1.26597 1.54286 5.51551 0.0 0.0 0.0
H -0.63126 -1.32584 4.97128 0.0 0.0 0.0
H -4.93481 2.38701 -1.17316 0.0 0.0 0.0
H -4.96535 4.46163 0.06894 0.0 0.0 0.0
H -3.94762 4.42416 1.51614 0.0 0.0 0.0
H -3.38457 5.25797 0.07255 0.0 0.0 0.0
H -2.72978 -1.66435 -1.61117 0.0 0.0 0.0
H -3.51030 -1.82365 -3.19213 0.0 0.0 0.0
H -2.07337 -0.81011 -3.01398 0.0 0.0 0.0
H -4.99357 -0.95570 -0.62478 0.0 0.0 0.0
H -5.91602 0.35275 -1.38180 0.0 0.0 0.0
H -5.69318 -1.16826 -2.23062 0.0 0.0 0.0
H -3.34760 1.14773 -4.03416 0.0 0.0 0.0
H -4.74673 0.08678 -4.22537 0.0 0.0 0.0
H -4.92599 1.62197 -3.38797 0.0 0.0 0.0
H 2.03819 -1.79480 -3.35243 0.0 0.0 0.0
H 2.33732 0.08328 -4.83024 0.0 0.0 0.0
H 1.25469 1.45300 -4.54249 0.0 0.0 0.0
H 2.90299 1.49691 -3.92208 0.0 0.0 0.0
H -0.25331 -3.19377 0.41003 0.0 0.0 0.0
H 0.87460 -4.55536 0.49583 0.0 0.0 0.0
H 1.35412 -2.96826 1.10980 0.0 0.0 0.0
H -0.51730 -3.61724 -2.10375 0.0 0.0 0.0
H 0.91900 -3.76032 -3.13066 0.0 0.0 0.0
H 0.58362 -4.98539 -1.91731 0.0 0.0 0.0
H 3.42095 -3.03114 -0.39717 0.0 0.0 0.0
H 2.91732 -4.63191 -0.94906 0.0 0.0 0.0
H 3.25322 -3.36783 -2.12607 0.0 0.0 0.0
H -3.63032 -1.09291 1.41458 0.0 0.0 0.0
H -2.52045 -2.34860 0.86147 0.0 0.0 0.0
H -3.98793 -2.79367 1.74656 0.0 0.0 0.0
H -3.85667 -0.57494 3.89865 0.0 0.0 0.0
H -4.24243 -2.27576 4.17602 0.0 0.0 0.0
H -2.94921 -1.51539 5.09264 0.0 0.0 0.0
H -1.14349 -3.68524 2.58751 0.0 0.0 0.0
H -1.36380 -3.37556 4.31571 0.0 0.0 0.0
H -2.66402 -4.10044 3.38324 0.0 0.0 0.0
Br 4.42482 0.26561 0.01511 0.0 0.0 0.0
C 5.75282 1.59058 -0.33539 0.0 0.0 0.0
C 7.08648 1.25047 -0.21873 0.0 0.0 0.0
C 8.04745 2.22407 -0.45690 0.0 0.0 0.0
C 7.67622 3.51632 -0.79924 0.0 0.0 0.0
C 6.33548 3.84949 -0.90947 0.0 0.0 0.0
C 5.36871 2.88255 -0.67381 0.0 0.0 0.0
C 3.90462 3.18137 -0.76419 0.0 0.0 0.0
O 3.38338 2.83395 -1.86582 0.0 0.0 0.0
O 3.31425 3.67142 0.22733 0.0 0.0 0.0
H 7.37230 0.24474 0.05490 0.0 0.0 0.0
H 9.09398 1.96561 -0.37085 0.0 0.0 0.0
H 8.43209 4.26762 -0.98012 0.0 0.0 0.0
H 6.03794 4.85545 -1.17472 0.0 0.0 0.0

---

Which of these has the lowest multiplicity? C34H42GeIrN6O

---

Look up the multiplicity of the first one. 2

---

Which of these has the highest multiplicity? C34H43AuBBrN6O2S3

---

Which of these has the lowest multiplicity? C34H42GeIrN6O